The following is a DFT calculation (ωB97M-V/def2-TZVPD) of C41H19BiCl5N9S as an isolated structure.

```
76
Properties=species:S:1:pos:R:3:forces:R:3
Bi 0.7499 0.0712 -0.2437 0.3 0.1 0.3
C 2.8768 1.3173 -6.6151 0.0 0.0 0.0
C 2.1979 2.5297 -6.4418 0.0 0.0 0.0
C 1.4177 2.7643 -5.3225 0.0 0.0 0.0
C 1.3496 1.7548 -4.3725 0.0 0.0 0.0
C 0.6180 1.6453 -3.1141 0.0 0.0 0.0
N 0.8952 0.4327 -2.5445 -0.2 -0.1 0.0
C 1.7051 -0.2802 -3.3863 0.1 0.0 0.0
N 2.1034 -1.5256 -3.2648 0.0 0.0 0.0
C 1.6923 -2.3464 -2.3083 0.0 0.0 0.0
C 1.9042 -3.7803 -2.3549 0.0 -0.1 0.0
C 2.5762 -4.5969 -3.2579 0.0 0.0 0.0
C 2.5663 -5.9564 -3.0102 0.0 0.0 0.0
C 1.8962 -6.4946 -1.9018 0.0 0.0 0.0
C 1.2155 -5.6865 -1.0110 0.0 0.0 0.0
C 1.2343 -4.3174 -1.2531 0.1 0.0 -0.1
C 0.6340 -3.2004 -0.5522 0.0 -0.1 0.1
N -0.1231 -3.3503 0.5326 0.0 0.1 0.0
C -0.8265 -2.3776 1.0468 0.0 -0.1 -0.1
N -0.9873 -1.0983 0.5529 0.1 0.1 0.1
C -1.9622 -0.4614 1.2915 -0.1 0.0 -0.1
N -2.4938 0.7117 1.0742 0.0 0.0 0.0
C -2.1183 1.5082 0.0737 0.0 0.1 0.1
N -1.0922 1.3215 -0.8005 0.0 -0.2 -0.2
C -1.0302 2.3928 -1.6502 0.0 0.0 0.0
N -0.2099 2.5687 -2.6793 0.0 0.0 -0.1
C -2.0627 3.3387 -1.2836 -0.1 0.0 0.1
C -2.4103 4.5889 -1.7878 0.0 0.0 0.0
C -3.4487 5.2554 -1.1677 0.0 0.0 0.0
C -4.1373 4.6928 -0.0808 0.0 0.0 0.0
C -3.8044 3.4471 0.4136 0.0 0.0 0.0
C -2.7505 2.7784 -0.2025 0.0 0.1 0.0
C -2.3829 -1.3438 2.3725 0.0 0.0 0.1
C -3.2603 -1.1504 3.4292 0.0 0.0 0.0
C -3.3837 -2.1848 4.3423 0.0 0.0 0.0
C -2.6651 -3.3762 4.1963 0.0 0.0 0.0
C -1.8044 -3.5735 3.1296 0.0 0.0 0.0
C -1.6737 -2.5329 2.2233 0.0 0.0 0.0
N 0.9597 -2.0435 -1.1915 -0.2 0.1 -0.1
C 2.0257 0.5479 -4.5449 0.0 0.1 0.0
C 2.7956 0.3054 -5.6739 0.0 0.0 0.0
H 3.4734 1.1736 -7.5064 0.0 0.0 0.0
H 2.2864 3.2940 -7.2028 0.0 0.0 0.0
H 0.8816 3.6935 -5.1850 0.0 0.0 0.0
H 3.0864 -4.1763 -4.1136 0.0 0.0 0.0
H 3.0856 -6.6263 -3.6832 0.0 0.0 0.0
H 1.9164 -7.5653 -1.7465 0.0 0.0 0.0
H 0.6925 -6.0900 -0.1548 0.0 0.0 0.0
H -1.8780 5.0178 -2.6258 0.0 0.0 0.0
H -3.7424 6.2352 -1.5215 0.0 0.0 0.0
H -4.9434 5.2533 0.3745 0.0 0.0 0.0
H -4.3273 3.0037 1.2501 0.0 0.0 0.0
H -3.8085 -0.2245 3.5371 0.0 0.0 0.0
H -4.0404 -2.0695 5.1946 0.0 0.0 0.0
H -2.7773 -4.1509 4.9432 0.0 0.0 0.0
H -1.2333 -4.4842 3.0157 0.0 0.0 0.0
H 3.3096 -0.6371 -5.8035 0.0 0.0 0.0
Cl 2.2795 -1.6811 1.8897 0.0 -0.2 0.1
C 2.1016 -0.5747 3.3263 0.0 -0.1 -0.3
C 2.3745 0.7390 3.1110 0.1 0.0 0.0
C 2.2071 1.5214 4.2339 0.1 0.1 0.0
Cl 2.5449 3.2575 4.1019 0.0 0.0 0.0
C 1.7814 1.0452 5.4704 0.0 -0.1 -0.1
Cl 1.5635 2.0880 6.8311 0.0 0.0 0.0
C 1.5205 -0.3239 5.6099 0.0 0.0 -0.1
Cl 0.9925 -0.9643 7.1211 0.0 0.0 0.1
C 1.6891 -1.1680 4.5135 -0.1 0.2 0.1
Cl 1.3747 -2.8597 4.6615 0.0 -0.1 0.0
S -0.0972 4.6763 1.9295 -0.1 0.0 0.0
C -0.7999 3.5711 3.0270 0.1 0.0 0.0
C -0.4371 2.3069 2.7002 0.1 0.0 0.2
N 0.3672 2.1980 1.5943 -0.4 0.1 -0.3
C 0.6154 3.3736 1.0955 0.1 0.0 0.0
H -1.3933 3.8948 3.8650 0.0 0.0 0.0
H -0.6861 1.4184 3.2612 -0.1 0.0 0.0
H 1.2340 3.5392 0.2233 0.0 0.0 0.0
```
Forces are in eV/Å.

Values from the calculation:
orbital gap (alpha / beta)	4.887 / 4.937	eV
highest occupied orbital energy (alpha / beta)	-7.11 / -7.12	eV
charge	0
ΔE to the lowest compared entry with this formula, charge and spin	0.0	kJ/mol